(1)
14
Properties=species:S:1:pos:R:3 method="wB97M-V/def2-TZVPD" gap_ev="7.6 / 5.7" relative_energy_kj_mol=22.7 lumo_energy_ev="-0.195 / -1.855" e_homo_ev="-7.80 / -7.59" total_energy_ha=-571.69069 s2=0.77 multiplicity=2
O -0.15298 -1.13125 -0.44717
C 1.11305 -0.77197 -0.38407
O 2.01463 -1.58761 -0.38226
C -1.22346 -0.09745 -0.59411
H -1.68714 -0.37015 -1.55767
C -2.23850 -0.35544 0.50487
H -2.60337 -1.39868 0.53620
H -1.84237 -0.10734 1.50263
H -3.10920 0.29821 0.33512
In -0.16490 1.78642 -0.58126
O 1.27561 0.55709 0.00268
C 2.50476 1.28790 0.29017
H 3.24814 1.00757 -0.47823
H 2.86570 0.88268 1.25311


(2)
81
Properties=species:S:1:pos:R:3 method="wB97M-V/def2-TZVPD" gap_ev=6.5 relative_energy_kj_mol=75.9 lumo_energy_ev=0.103 e_homo_ev=-6.44 total_energy_ha=-13246.28457
Ca 0.36729 0.13302 0.18630
Br -4.32060 5.41876 -0.40106
C -2.72381 4.41535 -0.36353
C -1.51338 5.00135 -0.69476
Br -1.42243 6.82070 -1.18772
C -0.33995 4.21650 -0.66913
Br 1.35687 4.93815 -1.08839
C -0.34468 2.86103 -0.32245
O 0.74747 2.11308 -0.26597
C -1.61267 2.24011 0.00257
O -1.62453 0.94821 0.28851
C -2.75404 3.04858 -0.01760
Br -4.37219 2.18594 0.45637
C 0.61579 2.37121 3.23414
N -0.65443 1.64313 3.35692
C -1.85146 2.49463 3.30403
C -0.71826 0.33007 3.04644
N 0.29109 -0.24621 2.40292
C 0.64391 -1.59088 2.74862
C 0.76721 -1.95042 4.10139
C 1.12939 -3.22604 4.50681
C 1.37748 -4.19557 3.54124
C 1.28693 -3.85507 2.20248
C 0.96018 -2.56125 1.76844
N 0.80867 -2.26874 0.37633
C 1.57714 -2.87634 -0.50112
N 1.10032 -3.13632 -1.75706
C 1.90867 -2.90804 -2.94888
C -0.33737 -3.26543 -2.01661
N 2.86237 -3.29382 -0.28659
C 3.67500 -2.82743 0.83413
C 3.39594 -4.48933 -0.93261
N -1.83181 -0.34124 3.43983
C -2.52886 -0.03227 4.67956
C -2.30557 -1.51675 2.71861
H 0.56207 3.25165 3.87653
H 0.80501 2.69924 2.20674
H 1.43733 1.74395 3.56496
H -1.70399 3.27986 2.56300
H -2.04081 2.96076 4.27426
H -2.71758 1.91728 2.99992
H 0.56150 -1.18635 4.84858
H 1.21476 -3.45927 5.56614
H 1.63750 -5.21036 3.82765
H 1.45075 -4.62029 1.44888
H 2.96404 -2.83610 -2.70100
H 1.60030 -1.98594 -3.44461
H 1.77530 -3.72706 -3.65518
H -0.88614 -3.23988 -1.08564
H -0.53227 -4.21407 -2.52966
H -0.69546 -2.45529 -2.64885
H 3.30115 -1.88789 1.21535
H 4.69703 -2.67595 0.48136
H 3.68537 -3.55334 1.64706
H 2.64555 -4.95393 -1.56331
H 3.69395 -5.20728 -0.16541
H 4.27723 -4.26145 -1.53614
H -1.98565 0.72434 5.24064
H -2.59169 -0.93774 5.29328
H -3.54544 0.32609 4.49155
H -1.95260 -1.49382 1.69104
H -3.39588 -1.48537 2.69578
H -1.98455 -2.44912 3.19054
I -0.95023 0.51612 -3.03660
C -3.03903 0.56318 -2.67902
I -3.83995 -1.10048 -1.64547
H -3.49847 0.55294 -3.65371
H -3.25074 1.47274 -2.12893
N 6.79800 1.60442 -0.71640
C 5.49407 1.18510 -0.59720
C 4.92150 0.32791 -1.53966
C 3.62378 -0.09081 -1.35608
N 2.85816 0.25706 -0.31423
C 3.41632 1.09712 0.57937
C 4.70206 1.57412 0.48592
H 7.24555 1.51826 -1.60960
H 7.09376 2.38474 -0.16251
H 5.48293 0.00422 -2.41185
H 3.16075 -0.73726 -2.10084
H 2.78754 1.40261 1.41466
H 5.08393 2.26523 1.23533


(3)
16
Properties=species:S:1:pos:R:3 method="wB97M-V/def2-TZVPD" gap_ev="2.2 / 8.4" charge=-1 relative_energy_kj_mol=219.9 lumo_energy_ev="3.519 / 3.542" e_homo_ev="1.29 / -4.91" total_energy_ha=-627.86962 s2=0.75 multiplicity=2
C 2.11958 0.35825 0.59686
S 1.05678 -1.03787 0.47177
C 1.28483 -2.08632 1.92913
H 1.64234 1.22014 0.03590
H 2.48095 0.71999 1.52409
H 3.03771 -0.09647 0.10433
H 1.81892 -1.60685 2.68668
H 1.73269 -3.01724 1.50673
H 0.14151 -2.14016 2.17727
N -2.91864 0.62784 -0.77728
C -1.96905 1.10448 -1.75973
N -1.26637 2.22100 -1.87084
H -3.64399 0.08808 -1.11040
H -3.38336 1.39611 -0.39147
H -1.64223 0.30685 -2.60644
H -0.49165 1.94217 -2.51658


(4)
19
Properties=species:S:1:pos:R:3 method="wB97M-V/def2-TZVPD" gap_ev=9.9 relative_energy_kj_mol=10.7 lumo_energy_ev=0.832 e_homo_ev=-9.08 total_energy_ha=-398.55009
C -0.52399 -0.67843 -0.17789
C -0.17289 1.79387 0.08586
C -1.90401 -0.31457 -0.71540
N 0.37873 0.47535 -0.15764
C 1.73453 0.34433 -0.00325
N -0.66987 -1.32399 1.10798
N 2.24466 -0.93775 -0.01734
O 2.46891 1.29511 0.18177
H -0.09696 -1.42421 -0.86291
H -1.10349 -0.69462 1.77484
H 0.23446 -1.59582 1.47748
H 1.78099 -1.66961 -0.52791
H 3.25143 -0.95208 -0.07452
H 0.66625 2.47114 0.23262
H -0.75922 2.13108 -0.76876
H -1.82300 0.13886 -1.69886
H -2.42279 0.36509 -0.04610
H -2.48689 -1.22792 -0.79272
H -0.79686 1.80417 0.98277


What did the second record say?
81
Properties=species:S:1:pos:R:3 method="wB97M-V/def2-TZVPD" gap_ev=6.5 relative_energy_kj_mol=75.9 lumo_energy_ev=0.103 e_homo_ev=-6.44 total_energy_ha=-13246.28457
Ca 0.36729 0.13302 0.18630
Br -4.32060 5.41876 -0.40106
C -2.72381 4.41535 -0.36353
C -1.51338 5.00135 -0.69476
Br -1.42243 6.82070 -1.18772
C -0.33995 4.21650 -0.66913
Br 1.35687 4.93815 -1.08839
C -0.34468 2.86103 -0.32245
O 0.74747 2.11308 -0.26597
C -1.61267 2.24011 0.00257
O -1.62453 0.94821 0.28851
C -2.75404 3.04858 -0.01760
Br -4.37219 2.18594 0.45637
C 0.61579 2.37121 3.23414
N -0.65443 1.64313 3.35692
C -1.85146 2.49463 3.30403
C -0.71826 0.33007 3.04644
N 0.29109 -0.24621 2.40292
C 0.64391 -1.59088 2.74862
C 0.76721 -1.95042 4.10139
C 1.12939 -3.22604 4.50681
C 1.37748 -4.19557 3.54124
C 1.28693 -3.85507 2.20248
C 0.96018 -2.56125 1.76844
N 0.80867 -2.26874 0.37633
C 1.57714 -2.87634 -0.50112
N 1.10032 -3.13632 -1.75706
C 1.90867 -2.90804 -2.94888
C -0.33737 -3.26543 -2.01661
N 2.86237 -3.29382 -0.28659
C 3.67500 -2.82743 0.83413
C 3.39594 -4.48933 -0.93261
N -1.83181 -0.34124 3.43983
C -2.52886 -0.03227 4.67956
C -2.30557 -1.51675 2.71861
H 0.56207 3.25165 3.87653
H 0.80501 2.69924 2.20674
H 1.43733 1.74395 3.56496
H -1.70399 3.27986 2.56300
H -2.04081 2.96076 4.27426
H -2.71758 1.91728 2.99992
H 0.56150 -1.18635 4.84858
H 1.21476 -3.45927 5.56614
H 1.63750 -5.21036 3.82765
H 1.45075 -4.62029 1.44888
H 2.96404 -2.83610 -2.70100
H 1.60030 -1.98594 -3.44461
H 1.77530 -3.72706 -3.65518
H -0.88614 -3.23988 -1.08564
H -0.53227 -4.21407 -2.52966
H -0.69546 -2.45529 -2.64885
H 3.30115 -1.88789 1.21535
H 4.69703 -2.67595 0.48136
H 3.68537 -3.55334 1.64706
H 2.64555 -4.95393 -1.56331
H 3.69395 -5.20728 -0.16541
H 4.27723 -4.26145 -1.53614
H -1.98565 0.72434 5.24064
H -2.59169 -0.93774 5.29328
H -3.54544 0.32609 4.49155
H -1.95260 -1.49382 1.69104
H -3.39588 -1.48537 2.69578
H -1.98455 -2.44912 3.19054
I -0.95023 0.51612 -3.03660
C -3.03903 0.56318 -2.67902
I -3.83995 -1.10048 -1.64547
H -3.49847 0.55294 -3.65371
H -3.25074 1.47274 -2.12893
N 6.79800 1.60442 -0.71640
C 5.49407 1.18510 -0.59720
C 4.92150 0.32791 -1.53966
C 3.62378 -0.09081 -1.35608
N 2.85816 0.25706 -0.31423
C 3.41632 1.09712 0.57937
C 4.70206 1.57412 0.48592
H 7.24555 1.51826 -1.60960
H 7.09376 2.38474 -0.16251
H 5.48293 0.00422 -2.41185
H 3.16075 -0.73726 -2.10084
H 2.78754 1.40261 1.41466
H 5.08393 2.26523 1.23533